# 1
A gas-phase ion, C4H7N2O (charge +1). Source: OMol25; level of theory: the ωB97M-V functional and the def2-TZVPD basis.

Geometry as XYZ:
```
14
Properties=species:S:1:pos:R:3:forces:R:3
C 1.216 -1.253 -0.270 0.7316 -3.7520 -3.8097
C -0.226 -1.020 -0.042 0.8393 -0.6196 -1.7116
O -0.974 -1.757 0.488 -1.0943 0.2079 0.3919
C -0.569 0.455 -0.533 0.9262 -1.1037 3.4782
C 0.119 1.220 0.617 -0.7341 4.5625 -3.6623
N -1.897 0.657 -0.319 -4.7058 -0.3767 0.9463
N -2.956 0.606 -0.004 1.8387 0.2057 -0.6659
H 1.707 -0.816 0.491 2.0774 1.8017 2.3084
H 1.655 -0.951 -1.327 -1.1151 -0.3047 2.2576
H 1.492 -2.368 -0.101 -0.8920 1.7248 -0.5353
H -0.382 0.761 -1.495 1.1034 0.3969 -2.3180
H -0.377 1.161 1.508 -1.3837 -0.5184 2.2776
H 1.110 0.976 0.711 2.1965 -0.5937 0.1278
H 0.084 2.330 0.275 0.2117 -1.6307 0.9152
```
Positions in Å, forces in eV/Å.

Properties
- Charge: +1
- Frontier orbital gap: 9.9 eV
- Electronic energy: -9279.28888 eV
- SMILES: CC(=O)[C@H](C)[N+]#N
- Energy above the lowest of the compared OMol25 structures with the same formula, charge and spin: 3.5012 eV
- HOMO energy: -15.434 eV

Here are the Löwdin charges for atoms 1 to 5, given in e: 0.01, -0.40, 0.20, -0.20, 0.03

---

# 2
A gas-phase ion, C4H7N2O2 (charge +1). Source: OMol25; level of theory: the ωB97M-V functional and the def2-TZVPD basis.

Geometry as XYZ:
```
15
Properties=species:S:1:pos:R:3:forces:R:3
N -1.822 1.395 -0.572 -0.0238 -0.0829 -0.3136
C -1.593 1.611 0.705 0.2047 -0.1251 0.2286
C -0.606 0.964 1.427 -0.0638 0.0780 0.1107
C 0.278 0.024 0.890 0.2764 -0.0286 0.5413
N 0.245 -0.341 -0.361 3.6317 -3.7963 -2.2859
C 1.469 -1.512 -0.752 -4.8098 4.4696 0.9387
O 1.537 -1.863 -1.976 0.6831 -0.4871 0.5756
O 2.201 -1.964 0.167 0.5074 -0.4573 -0.0712
H -1.236 0.704 -1.035 -0.2394 0.1932 -0.1332
H -2.541 1.881 -1.083 0.0669 -0.0297 0.1161
H -2.216 2.340 1.209 -0.0602 0.0220 -0.0701
H -0.502 1.196 2.472 -0.0056 0.0522 0.0723
H 1.015 -0.387 1.574 0.0556 -0.0734 0.0390
H 0.901 -1.419 -2.564 -0.1573 0.2189 0.3299
H 2.869 -2.629 -0.101 -0.0659 0.0465 -0.0782
```
Positions in Å, forces in eV/Å.

Properties
- Charge: +1
- Frontier orbital gap: 8.2 eV
- Electronic energy: -11328.20231 eV
- SMILES: [NH2+]=C/C=C\N=C(O)O
- Energy above the lowest of the compared OMol25 structures with the same formula, charge and spin: 1.5231 eV
- HOMO energy: -12.456 eV

Here are the Löwdin charges for atoms 1 to 5, given in e: 0.15, -0.12, -0.08, -0.20, 0.11

---

# 3
A gas-phase ion, C4H7N2O2 (charge +1). Source: OMol25; level of theory: the ωB97M-V functional and the def2-TZVPD basis.

Geometry as XYZ:
```
15
Properties=species:S:1:pos:R:3:forces:R:3
C 0.391 -1.848 0.002 -0.3980 -1.7497 1.8889
C -0.283 -0.578 -0.026 -3.6043 2.2652 -0.0263
C -2.142 -0.263 -0.140 3.9520 -3.4866 0.9324
O -2.922 -1.141 -0.184 0.1383 1.5176 -0.2647
O -2.125 1.024 0.018 -1.9878 0.6450 0.2830
N -0.911 1.612 -0.049 1.7491 1.8964 -0.5074
N 0.124 0.633 0.015 -1.7721 0.1912 0.7851
C 1.470 1.099 -0.078 0.7789 -1.1728 1.2303
H -0.466 -2.624 -0.171 2.0265 0.9356 0.7180
H 1.117 -1.986 0.939 -2.2222 0.1136 -1.3888
H 1.137 -1.931 -0.739 0.6298 -0.1170 -1.5770
H -0.859 2.432 0.629 0.0168 -1.8595 -0.5860
H 1.896 1.631 0.749 -0.4894 -0.0092 1.3096
H 1.615 1.801 -0.830 0.0323 0.5492 -2.1759
H 1.957 0.139 -0.134 1.1503 0.2809 -0.6211
```
Positions in Å, forces in eV/Å.

Properties
- Charge: +1
- Frontier orbital gap: 10.2 eV
- Electronic energy: -11325.02581 eV
- SMILES: Cc1c(=O)o[nH][n+]1C
- Energy above the lowest of the compared OMol25 structures with the same formula, charge and spin: 4.6995 eV
- HOMO energy: -14.973 eV

Here are the Löwdin charges for atoms 1 to 5, given in e: 0.00, -0.04, -0.29, 0.22, 0.12

---

# 4
2 unconnected molecules or ions with the total composition C4H7N2O2P. Source: OMol25; level of theory: the ωB97M-V functional and the def2-TZVPD basis.

Geometry as XYZ:
```
16
Properties=species:S:1:pos:R:3:forces:R:3
C 0.216 0.609 -0.901 -1.8013 2.1354 0.3840
C 0.810 -0.041 -2.099 0.4132 3.4346 -0.7221
C 0.991 -2.517 1.146 2.3166 2.1994 -0.6199
C -0.047 0.082 0.337 0.7277 -0.9428 0.0163
N -1.093 0.681 2.382 -0.1875 -0.7029 -0.9794
N -0.818 0.818 1.148 -0.4237 0.4029 2.0724
O -0.350 1.866 -1.116 1.6695 -2.2577 0.3292
O -2.531 2.502 -0.184 -1.9698 0.1868 0.0233
P -1.156 2.547 0.274 1.1433 0.6833 -0.6591
H 1.273 0.818 -2.782 -1.1880 -2.0479 1.2895
H -0.022 -0.542 -2.547 -0.4170 -0.2254 -0.8268
H 1.542 -0.742 -1.854 1.1756 -1.1010 0.4555
H 0.385 -3.147 0.600 -0.8791 -1.2931 -1.2752
H 0.582 -2.087 2.001 -0.4109 0.5012 1.4810
H 2.032 -2.219 0.849 -1.3366 -0.6174 0.2880
H -1.814 1.373 2.747 1.1680 -0.3551 -1.2567
```
Positions in Å, forces in eV/Å.

Properties
- Frontier orbital gap (spin up / spin down): 7.8 / 7.3 eV
- Electronic energy: -20619.61629 eV
- Energy above the lowest of the compared OMol25 structures with the same formula, charge and spin: 5.0751 eV
- HOMO energy (spin up / spin down): -8.887 / -8.931 eV

Here are the Löwdin charges for atoms 1 to 5, given in e: -0.34, -0.01, 0.13, 0.00, 0.11

---

# 5
A gas-phase ion, C4H7N2O2S (charge +1). Source: OMol25; level of theory: the ωB97M-V functional and the def2-TZVPD basis.

Geometry as XYZ:
```
16
Properties=species:S:1:pos:R:3:forces:R:3
C 0.751 -0.669 0.630 1.0731 -0.9028 -1.2547
C -0.561 1.591 -0.342 -2.6628 0.3155 -0.4249
C 1.510 0.403 0.109 -3.8837 2.6116 0.1740
C -0.730 -0.780 0.358 0.7369 -0.4455 0.5335
N -1.292 0.514 0.022 -2.9605 -1.1768 1.3439
N 0.720 1.561 -0.295 7.5387 -2.9885 1.4001
O 2.810 0.600 0.165 -0.0221 -0.2367 -0.0921
O -0.964 -1.665 -0.689 -1.5861 -0.9580 1.2803
S -2.982 0.785 0.255 1.7406 0.2342 -0.2627
H 1.211 -1.689 0.699 -0.2115 1.2087 0.2079
H -1.031 2.464 -0.587 -1.1851 1.8919 -0.6703
H -1.222 -1.361 1.165 -0.0090 1.3629 0.2238
H 1.218 2.430 -0.490 0.0819 -0.4460 0.0275
H 3.179 -0.130 0.680 0.4321 0.0742 -0.0532
H -0.387 -1.437 -1.364 1.7189 0.4086 -2.5691
H -3.098 -0.514 0.349 -0.8014 -0.9532 0.1361
```
Positions in Å, forces in eV/Å.

Properties
- Charge: +1
- Frontier orbital gap (spin up / spin down): 6.4 / 5.0 eV
- <S²>: 2.016
- Multiplicity: 3
- Electronic energy: -22159.96808 eV
- Energy above the lowest of the compared OMol25 structures with the same formula, charge and spin: 1.5040 eV
- HOMO energy (spin up / spin down): -10.112 / -12.848 eV

Here are the Löwdin charges for atoms 1 to 5, given in e: 0.09, -0.24, -0.26, -0.41, -0.35

---

# 6
2 unconnected molecules or ions with the total composition C4H7N2O3. Source: OMol25; level of theory: the ωB97M-V functional and the def2-TZVPD basis.

Geometry as XYZ:
```
16
Properties=species:S:1:pos:R:3:forces:R:3
C -0.036 -1.895 -1.949 0.9563 0.0973 -4.3365
C -1.322 -0.172 0.711 0.9139 0.7886 -2.6851
C 1.054 0.013 1.249 5.7230 0.1020 0.8293
C -0.068 0.682 0.649 -1.2248 -0.6360 -0.0115
N 0.091 1.870 0.255 -0.7358 -0.4836 1.8777
N 0.214 2.704 -0.624 0.5860 -0.9486 -3.8154
O -1.251 -1.710 -1.794 -0.5969 -0.2874 0.8565
O 0.974 -1.594 -1.341 0.9302 0.3349 2.4060
O 0.365 3.895 -0.507 -0.2869 1.8527 1.3856
H 0.327 -2.219 -3.036 -1.1664 -0.3995 0.7752
H -1.283 -0.616 1.671 -0.2129 -1.0546 0.7285
H -1.269 -0.909 -0.294 -0.2718 1.2007 2.1537
H -2.188 0.462 0.659 -0.6157 0.1976 -0.2353
H 1.573 -0.790 0.652 -1.2323 0.6705 0.0485
H 0.820 -0.434 2.190 -0.4659 -0.3762 0.6931
H 1.999 0.714 1.509 -2.3002 -1.0584 -0.6704
```
Positions in Å, forces in eV/Å.

Properties
- Charge: -1
- Frontier orbital gap: 8.1 eV
- Electronic energy: -13381.37826 eV
- Energy above the lowest of the compared OMol25 structures with the same formula, charge and spin: 1.6161 eV
- HOMO energy: -4.304 eV

Here are the Löwdin charges for atoms 1 to 5, given in e: -0.68, -0.03, -0.09, -0.36, 0.10

---

# 7
A gas-phase ion, C4H7N2OS (charge +1). Source: OMol25; level of theory: the ωB97M-V functional and the def2-TZVPD basis.

Geometry as XYZ:
```
15
Properties=species:S:1:pos:R:3:forces:R:3
C -0.874 0.401 -0.294 0.4404 -0.6636 -0.0680
C 2.353 -0.982 0.740 -0.3989 1.2453 -2.6154
C 1.346 -0.176 -0.174 1.7140 -0.8592 -0.3613
C -2.321 0.190 -0.442 -0.4332 -0.1418 -0.1200
N -0.302 1.594 -0.313 -0.1606 0.0449 -0.0779
N 0.035 -0.572 -0.225 -1.1504 -0.0167 0.1827
O 1.776 -0.683 1.893 -0.2988 -0.3023 2.7075
S 1.409 1.536 -0.273 0.4825 0.5676 0.1323
H 2.334 -2.047 0.452 -0.1814 0.1005 0.1183
H 3.360 -0.567 0.584 -0.0530 -0.1444 0.0850
H -2.669 -0.651 0.155 0.0320 0.0334 0.0822
H -2.541 -0.038 -1.488 0.0216 0.0247 -0.0148
H -2.877 1.085 -0.174 0.0061 -0.0119 0.0839
H -0.827 2.461 -0.345 0.1691 -0.1401 -0.0292
H -0.201 -1.552 -0.096 -0.1894 0.2636 -0.1054
```
Positions in Å, forces in eV/Å.

Properties
- Charge: +1
- Frontier orbital gap (spin up / spin down): 7.6 / 8.3 eV
- <S²>: 2.014
- Multiplicity: 3
- Electronic energy: -20113.81759 eV
- Energy above the lowest of the compared OMol25 structures with the same formula, charge and spin: 0.0000 eV
- HOMO energy (spin up / spin down): -11.331 / -14.394 eV

Here are the Löwdin charges for atoms 1 to 5, given in e: -0.36, -0.28, -0.48, 0.04, -0.16

---

# 8
C4H7N2P in the gas phase. Source: OMol25; level of theory: the ωB97M-V functional and the def2-TZVPD basis.

Geometry as XYZ:
```
14
Properties=species:S:1:pos:R:3:forces:R:3
C -1.346 0.340 -0.031 0.0849 1.5429 -0.7224
C 1.481 -0.165 -0.222 -0.8421 1.7817 -0.7499
C -2.839 0.487 -0.015 0.7984 -0.4296 0.5555
C 2.835 -0.687 0.156 -1.3145 -1.7330 -0.4180
N -0.737 -0.722 0.183 -2.0821 0.6489 -0.0491
N 0.484 -0.962 0.178 3.2177 -2.0952 0.5077
P 1.223 1.457 -0.764 -0.8698 -0.7420 0.1967
H -3.152 -0.088 0.884 -0.2965 0.8557 -0.5539
H -3.247 0.019 -0.884 -0.3422 -0.5378 -0.6169
H -3.126 1.523 -0.088 -0.2168 0.2676 0.6113
H 3.656 -0.533 -0.575 -0.5215 0.0336 0.8372
H 2.564 -1.771 0.364 0.9667 0.9503 -0.4428
H 2.878 -0.235 1.126 1.3157 0.3036 0.6104
H -0.673 1.336 -0.313 0.1021 -0.8468 0.2341
```
Positions in Å, forces in eV/Å.

Properties
- Frontier orbital gap (spin up / spin down): 6.6 / 6.6 eV
- Electronic energy: -16525.56651 eV
- Energy above the lowest of the compared OMol25 structures with the same formula, charge and spin: 4.2433 eV
- HOMO energy (spin up / spin down): -8.001 / -8.001 eV

Here are the Löwdin charges for atoms 1 to 5, given in e: -0.25, -0.81, -0.06, -0.12, -0.04

---

# 9
C4H7N2PS in the gas phase. Source: OMol25; level of theory: the ωB97M-V functional and the def2-TZVPD basis.

Geometry as XYZ:
```
15
Properties=species:S:1:pos:R:3:forces:R:3
C -1.336 2.037 -0.270 -2.1293 1.0575 -1.1259
C 0.962 1.261 -0.231 -0.2181 0.0672 0.3403
C -2.038 -1.787 0.603 0.2646 -1.1928 0.8281
C 3.053 -0.095 -0.352 0.2243 -2.0386 -1.9192
N -0.085 1.831 -0.251 0.8477 -0.0060 0.0030
N -1.705 -0.493 0.289 -0.4680 5.5019 -0.7350
P -2.593 0.830 -0.063 1.3279 -3.2782 1.1606
S 2.272 1.020 0.782 -0.0018 0.6421 -0.0123
H -1.790 2.878 -0.819 0.8485 0.2338 0.4761
H -2.910 -1.887 1.258 -0.2494 -0.2285 -0.2540
H -2.187 -2.205 -0.389 -0.1099 -1.3063 0.2317
H -1.158 -2.198 1.161 -0.7863 -0.4155 -0.6746
H 3.289 0.382 -1.426 -0.5439 -1.1887 2.6381
H 2.301 -0.961 -0.390 1.0917 1.2888 -0.7099
H 3.924 -0.614 0.098 -0.0981 0.8633 -0.2472
```
Positions in Å, forces in eV/Å.

Properties
- Frontier orbital gap (spin up / spin down): 7.4 / 7.4 eV
- Electronic energy: -27361.63322 eV
- Energy above the lowest of the compared OMol25 structures with the same formula, charge and spin: 0.0000 eV
- HOMO energy (spin up / spin down): -7.821 / -7.822 eV

Here are the Löwdin charges for atoms 1 to 5, given in e: -0.48, -0.44, -0.30, -0.47, -0.09

---

Q: Number 6 is which compound?
A: C4H7N2O3